# 1
{"formula": "C2H2FLi2O2", "method": "the ωB97M-V functional and the def2-TZVPD basis", "gap_ev": [4.3, 8.1], "homo_energy_ev": [-4.89, -8.40], "s_squared": 0.7503, "lumo_energy_ev": [-0.545, -0.251], "multiplicity": 2, "elements": ["F", "O", "O", "C", "C", "H", "H", "Li", "Li"], "positions_angstrom": [[-1.625, -1.256, -0.961], [0.487, -1.193, -0.502], [1.579, -0.303, -0.305], [-0.688, -0.653, -0.234], [-1.007, 0.114, 0.812], [-0.273, 0.056, 1.613], [-2.042, 0.418, 0.949], [1.688, 0.641, -1.894], [1.881, 2.175, 0.522]]}

---

# 2
{"formula": "C7H32ClN3O14PS", "method": "the ωB97M-V functional and the def2-TZVPD basis", "gap_ev": 8.6, "homo_energy_ev": -12.60, "lumo_energy_ev": -3.993, "charge": 1, "elements": ["N", "P", "O", "O", "N", "C", "C", "N", "C", "C", "C", "C", "S", "O", "O", "O", "C", "Cl", "H", "H", "H", "H", "H", "H", "H", "H", "H", "H", "H", "H", "H", "H", "O", "H", "H", "O", "H", "H", "O", "H", "H", "O", "H", "H", "O", "H", "H", "O", "H", "H", "O", "H", "H", "O", "H", "H", "O", "H", "H"], "positions_angstrom": [[5.033, -2.127, -0.231], [4.099, -1.083, 0.556], [5.070, 0.100, 1.347], [3.156, -1.881, 1.749], [2.900, -0.321, -0.551], [1.895, -1.232, -1.101], [1.014, -0.306, -1.963], [1.617, 1.027, -1.815], [1.117, 2.319, -2.434], [-0.487, 2.467, -2.329], [-1.102, 2.005, -0.919], [-2.562, 1.384, -1.175], [-2.683, -0.443, -0.907], [-2.998, -1.102, -2.246], [-1.495, -1.053, -0.220], [-4.035, -0.687, 0.078], [2.791, 1.052, -0.964], [3.873, 2.421, -0.505], [4.771, -2.122, -1.239], [5.658, 0.415, 0.621], [2.463, -1.198, 1.972], [1.742, -2.345, -0.932], [0.084, -0.604, -2.556], [1.488, 2.355, -3.528], [1.552, 3.197, -1.820], [-0.973, 1.949, -3.230], [-0.707, 3.595, -2.440], [-1.259, 2.946, -0.270], [-0.458, 1.275, -0.326], [-3.297, 1.900, -0.473], [-2.874, 1.591, -2.254], [-4.568, -1.409, -0.353], [0.871, -1.211, 3.616], [0.373, -1.980, 3.304], [0.745, -1.225, 4.573], [-3.581, 3.841, -2.694], [-3.380, 4.360, -3.484], [-4.262, 4.358, -2.243], [0.113, -4.277, 4.007], [0.695, -4.805, 3.440], [0.222, -4.670, 4.882], [0.781, 1.673, 5.397], [1.734, 1.700, 5.249], [0.415, 1.469, 4.528], [1.350, -6.425, 2.305], [0.487, -6.605, 1.905], [1.881, -7.196, 2.073], [-1.652, -6.682, 2.864], [-1.637, -6.501, 3.811], [-2.000, -5.869, 2.477], [5.096, 4.699, -3.009], [5.665, 3.966, -3.277], [4.571, 4.336, -2.286], [-3.914, 4.333, 0.283], [-3.598, 4.107, -0.601], [-4.512, 3.609, 0.512], [-5.656, 0.621, -2.182], [-6.517, 0.428, -2.571], [-5.113, -0.142, -2.424]]}

---

# 3
{"formula": "C5H10O2", "method": "the ωB97M-V functional and the def2-TZVPD basis", "gap_ev": 10.4, "homo_energy_ev": -9.71, "lumo_energy_ev": 0.725, "elements": ["C", "C", "C", "O", "C", "C", "O", "H", "H", "H", "H", "H", "H", "H", "H", "H", "H"], "positions_angstrom": [[0.345, 0.582, -1.634], [-0.066, 0.617, -0.367], [0.347, 1.751, 0.545], [0.926, 1.306, 1.763], [-0.942, -0.476, 0.214], [-0.372, -1.921, 0.030], [0.906, -1.998, -0.556], [0.040, -0.213, -2.309], [1.029, 1.327, -2.031], [-0.518, 2.402, 0.749], [1.105, 2.364, 0.045], [0.213, 1.127, 2.387], [-1.091, -0.290, 1.284], [-1.938, -0.423, -0.242], [-1.032, -2.502, -0.623], [-0.367, -2.424, 1.008], [1.414, -1.231, -0.262]]}

---

So what do the calculations give for energy relative to the best compared isomer or geometry (same formula, charge and spin)? Going down the list: 242.7, 500.2, 218.7 kJ/mol.
So what do the calculations give for max |F|? Going down the list: 2.01, 6.42, 0.36 eV Å⁻¹.